ORCA calculation (the ωB97M-V functional and the def2-TZVPD basis) on 10 unconnected molecules or ions with the total composition C14H48N4O16.

Atoms and positions in Å:
C  -1.542  2.425  3.371
O  -1.738  2.213  2.181
N  -0.740  1.746  4.200
N  -2.022  3.610  3.887
H  -0.485  0.828  3.820
H  -0.727  1.807  5.200
H  -1.793  3.843  4.811
H  -2.004  4.277  3.128
C  -0.752  5.855  1.246
O  -1.465  6.515  1.974
N  0.030  4.800  1.706
N  -0.630  6.025  -0.102
H  0.506  4.285  0.983
H  0.261  4.554  2.690
H  0.278  5.676  -0.414
H  -0.676  6.999  -0.357
C  -0.289  -5.177  -2.965
C  -1.383  -5.323  -1.921
O  -0.784  -5.531  -0.668
O  0.468  -3.996  -2.629
H  -0.599  -5.330  -4.005
H  0.373  -5.993  -2.763
H  -2.014  -6.151  -2.251
H  -1.889  -4.337  -1.922
H  -0.041  -4.942  -0.785
H  -0.060  -3.158  -2.808
C  -4.086  -1.967  0.144
C  -3.007  -0.938  -0.026
O  -2.901  -0.432  1.331
O  -5.184  -1.360  0.759
H  -3.622  -2.743  0.777
H  -4.390  -2.442  -0.800
H  -3.374  -0.098  -0.590
H  -2.076  -1.282  -0.373
H  -2.652  0.501  1.264
H  -4.771  -0.750  1.387
C  -0.028  -0.225  -3.614
C  -0.610  1.117  -3.163
O  -2.021  1.070  -3.311
O  -0.665  -1.292  -2.962
H  1.028  -0.268  -3.398
H  -0.151  -0.338  -4.708
H  -0.095  1.935  -3.777
H  -0.337  1.279  -2.137
H  -2.400  1.808  -2.828
H  -1.629  -1.295  -3.164
C  2.507  2.896  -1.929
C  3.113  1.677  -1.130
O  2.199  0.609  -0.883
O  1.371  3.373  -1.291
H  2.249  2.625  -2.977
H  3.258  3.712  -2.015
H  3.643  1.980  -0.257
H  3.748  1.204  -1.858
H  1.713  0.777  0.012
H  0.850  2.643  -0.902
C  0.073  -1.980  2.341
C  1.434  -2.067  2.986
O  2.049  -0.797  2.622
O  -0.566  -0.817  2.826
H  -0.605  -2.840  2.575
H  0.405  -1.916  1.257
H  2.108  -2.843  2.567
H  1.366  -2.136  4.033
H  2.886  -1.057  2.286
H  -1.364  -0.686  2.267
C  3.833  -2.408  -0.416
C  2.896  -3.541  -0.183
O  1.551  -3.156  0.002
O  3.891  -1.176  0.371
H  3.835  -2.210  -1.494
H  4.825  -2.857  -0.327
H  3.204  -4.099  0.661
H  3.000  -4.131  -1.073
H  1.252  -2.670  -0.785
H  3.242  -0.560  -0.071
O  1.156  1.440  1.410
H  1.456  0.856  2.109
H  0.186  1.438  1.586
O  -1.419  3.381  -0.571
H  -1.282  3.182  0.371
H  -1.373  4.356  -0.536

Results
Calculated total energy ... -1985.0652 Ha
ΔE to the lowest compared entry with this formula, charge and spin ... 0.000 eV
Molar mass ... 528.55 g mol⁻¹
E_HOMO ... -9.9 eV
Lowest unoccupied orbital energy ... 0.4405 eV



ORCA calculation (the ωB97M-V functional and the def2-TZVPD basis) on 9 unconnected molecules or ions with the total composition C49H141N19O16P8.

Atoms and positions in Å:
O  1.671  1.318  -2.384
P  1.038  1.327  -1.051
N  0.536  -0.225  -0.667
C  1.223  -1.383  -1.193
C  -0.528  -0.607  0.248
N  -0.382  2.224  -1.002
C  -0.861  2.703  -2.295
C  -1.281  2.461  0.100
N  1.875  1.870  0.292
C  1.788  3.285  0.652
C  3.168  1.264  0.587
H  1.671  -2.024  -0.421
H  1.982  -1.051  -1.900
H  0.527  -2.075  -1.676
H  -0.737  0.096  1.056
H  -0.222  -1.467  0.837
H  -1.485  -0.694  -0.277
H  -1.440  1.956  -2.847
H  -1.411  3.643  -2.212
H  0.006  2.964  -2.903
H  -2.056  1.688  0.143
H  -0.744  2.505  1.046
H  -1.846  3.389  -0.025
H  1.610  3.354  1.731
H  2.708  3.849  0.466
H  1.001  3.825  0.136
H  3.869  1.180  -0.249
H  3.080  0.308  1.106
H  3.682  1.965  1.247
O  4.039  -3.137  -6.451
P  2.750  -3.063  -7.158
N  1.607  -2.162  -6.353
C  0.230  -2.027  -6.762
C  1.925  -1.689  -4.994
N  2.075  -4.613  -7.328
C  1.103  -4.987  -8.329
C  2.041  -5.392  -6.114
N  2.836  -2.474  -8.713
C  2.524  -1.085  -9.024
C  3.466  -3.245  -9.779
H  0.119  -2.534  -7.727
H  -0.029  -0.978  -6.912
H  -0.460  -2.609  -6.143
H  1.710  -0.619  -4.961
H  2.969  -1.865  -4.751
H  1.294  -2.268  -4.324
H  0.063  -4.850  -8.008
H  1.227  -4.408  -9.244
H  1.229  -6.028  -8.640
H  1.245  -5.209  -5.382
H  2.084  -6.468  -6.310
H  2.995  -5.227  -5.604
H  1.512  -1.009  -9.449
H  2.393  -0.430  -8.162
H  3.259  -0.724  -9.740
H  2.984  -3.156  -10.754
H  3.335  -4.294  -9.512
H  4.524  -2.977  -9.797
O  -1.317  -0.779  3.198
P  -2.610  -0.385  3.813
N  -2.572  1.191  4.318
C  -3.779  1.932  4.721
C  -1.454  2.065  3.993
N  -3.100  -1.363  5.062
C  -4.435  -1.368  5.632
C  -2.216  -2.376  5.589
N  -3.909  -0.544  2.779
C  -4.170  0.506  1.789
C  -4.272  -1.921  2.418
H  -3.824  2.838  4.110
H  -3.653  2.249  5.758
H  -4.645  1.294  4.577
H  -1.308  2.839  4.751
H  -1.584  2.480  2.993
H  -0.508  1.529  4.090
H  -4.367  -0.997  6.669
H  -5.139  -0.707  5.142
H  -4.758  -2.391  5.844
H  -2.297  -3.367  5.113
H  -1.149  -2.210  5.434
H  -2.403  -2.524  6.654
H  -4.054  0.126  0.771
H  -5.186  0.875  1.882
H  -3.325  1.183  1.929
H  -4.824  -2.418  3.218
H  -3.359  -2.476  2.189
H  -4.946  -1.926  1.563
O  -1.826  -6.083  -1.663
P  -0.390  -5.908  -1.373
N  0.438  -7.337  -1.350
C  0.003  -8.359  -0.396
C  1.120  -7.871  -2.528
N  -0.170  -5.175  0.112
C  1.129  -4.981  0.744
C  -1.247  -4.413  0.720
N  0.342  -4.909  -2.499
C  1.760  -4.541  -2.404
C  -0.534  -4.007  -3.250
H  0.333  -9.373  -0.606
H  -1.055  -8.379  -0.137
H  0.544  -8.093  0.523
H  0.572  -8.708  -2.970
H  2.076  -8.343  -2.275
H  1.294  -7.047  -3.215
H  1.472  -3.974  0.496
H  1.058  -5.192  1.809
H  1.826  -5.668  0.260
H  -1.274  -3.393  0.324
H  -2.233  -4.841  0.537
H  -1.124  -4.409  1.806
H  2.354  -5.362  -2.008
H  2.175  -4.317  -3.394
H  2.042  -3.613  -1.893
H  -0.863  -3.123  -2.697
H  -1.378  -4.628  -3.547
H  -0.092  -3.611  -4.164
O  -7.429  6.638  1.578
P  -6.525  6.674  0.420
N  -5.828  8.158  0.092
C  -6.595  9.341  0.397
C  -4.427  8.375  -0.202
N  -7.367  6.353  -1.003
C  -8.595  5.554  -0.963
C  -6.921  6.674  -2.347
N  -5.269  5.572  0.459
C  -4.584  5.040  -0.694
C  -4.974  4.947  1.747
H  -7.637  9.195  0.690
H  -6.727  9.934  -0.517
H  -6.190  9.942  1.216
H  -3.971  7.766  -0.978
H  -3.877  8.314  0.749
H  -4.203  9.416  -0.451
H  -8.599  4.873  -1.814
H  -8.519  4.881  -0.102
H  -9.519  6.118  -0.838
H  -6.201  5.943  -2.727
H  -7.742  6.787  -3.053
H  -6.393  7.632  -2.301
H  -4.479  5.734  -1.527
H  -3.532  4.860  -0.451
H  -5.023  4.110  -1.067
H  -4.299  4.110  1.555
H  -5.827  4.542  2.287
H  -4.459  5.685  2.369
O  9.956  -0.338  2.407
P  8.960  0.288  1.510
N  9.559  0.954  0.098
C  10.740  1.802  0.284
C  9.555  0.181  -1.146
N  8.161  1.579  2.251
C  8.433  1.799  3.668
C  7.686  2.749  1.509
N  7.706  -0.746  1.104
C  7.503  -1.921  1.927
C  6.588  -0.345  0.287
H  10.512  2.564  1.028
H  10.933  2.259  -0.687
H  11.592  1.187  0.583
H  8.555  -0.246  -1.224
H  10.266  -0.641  -1.249
H  9.598  0.918  -1.949
H  8.745  0.861  4.121
H  9.331  2.429  3.766
H  7.620  2.328  4.164
H  6.774  3.136  1.969
H  8.458  3.526  1.563
H  7.479  2.484  0.479
H  8.445  -2.428  2.113
H  7.009  -1.586  2.845
H  6.768  -2.583  1.464
H  5.719  -0.156  0.940
H  6.257  -1.144  -0.383
H  6.756  0.563  -0.288
C  4.780  2.168  -3.356
N  5.793  2.501  -2.317
O  6.906  2.027  -2.403
O  5.376  3.059  -1.319
H  3.801  2.503  -3.044
H  4.819  1.076  -3.389
H  5.137  2.433  -4.348
C  5.296  -3.148  4.670
C  5.779  -1.740  5.073
O  4.882  -1.227  6.069
P  3.365  -0.800  5.800
O  2.418  -1.293  6.797
O  3.452  0.769  5.639
C  4.413  1.442  4.827
C  3.868  2.839  4.511
O  3.095  -1.296  4.317
C  1.758  -1.395  3.772
C  1.754  -2.521  2.756
H  4.559  -3.148  3.871
H  6.107  -3.829  4.415
H  4.754  -3.536  5.534
H  6.780  -1.913  5.465
H  5.859  -1.003  4.277
H  5.377  1.488  5.338
H  4.585  0.885  3.903
H  3.105  3.226  5.176
H  4.702  3.499  4.269
H  3.385  2.720  3.533
H  0.986  -1.454  4.533
H  1.612  -0.460  3.219
H  2.517  -2.385  1.997
H  1.934  -3.444  3.316
H  0.708  -2.602  2.455
C  -8.734  3.158  2.924
C  -7.751  2.513  1.954
O  -8.533  1.605  1.154
P  -7.820  0.532  0.226
O  -8.657  -0.022  -0.831
O  -7.093  -0.495  1.229
C  -7.931  -1.483  1.814
C  -7.955  -1.282  3.327
O  -6.580  1.410  -0.297
C  -6.142  1.202  -1.672
C  -5.396  -0.099  -1.790
H  -9.527  3.671  2.383
H  -9.226  2.356  3.479
H  -8.215  3.807  3.627
H  -7.239  3.281  1.381
H  -7.042  1.928  2.545
H  -8.984  -1.481  1.512
H  -7.649  -2.511  1.577
H  -8.188  -0.271  3.656
H  -8.585  -2.038  3.798
H  -6.964  -1.506  3.739
H  -7.035  1.288  -2.286
H  -5.460  2.018  -1.911
H  -5.212  -0.380  -2.835
H  -4.405  -0.129  -1.340
H  -5.969  -0.976  -1.477

Results
Calculated total energy ... -6926.9725 Ha
ΔE to the lowest compared entry with this formula, charge and spin ... 0.000 eV
Molar mass ... 1500.58 g mol⁻¹
E_HOMO ... -8.2 eV
Lowest unoccupied orbital energy ... 0.0896 eV



ORCA calculation (the ωB97M-V functional and the def2-TZVPD basis) on a molecular structure, C11H36N12O13Zn.

Atoms and positions in Å:
Zn  -0.085  1.550  -1.806
C  -0.745  0.395  0.336
O  -1.063  -0.134  1.414
O  -1.436  0.347  -0.792
O  0.278  1.168  0.190
C  3.759  -1.022  -0.111
O  4.474  -1.744  -0.793
N  2.686  -0.390  -0.694
N  3.814  -0.951  1.262
H  2.485  -0.521  -1.662
H  2.097  0.180  -0.105
H  3.375  -0.108  1.623
H  4.772  -1.083  1.556
C  -4.672  -0.375  -2.621
O  -5.741  -0.694  -3.091
N  -3.827  0.577  -3.112
N  -4.127  -0.879  -1.466
H  -4.056  1.043  -3.969
H  -3.084  0.899  -2.518
H  -4.768  -1.376  -0.875
H  -3.259  -0.444  -1.208
C  -2.874  -3.442  0.747
O  -3.545  -4.439  0.544
N  -2.727  -2.797  1.942
N  -2.075  -2.900  -0.220
H  -3.491  -3.036  2.552
H  -2.169  -1.957  1.880
H  -1.934  -3.488  -1.018
H  -1.892  -1.914  -0.182
C  0.254  -1.059  -3.337
O  0.707  0.009  -2.860
N  0.788  -1.582  -4.469
N  -0.822  -1.692  -2.840
H  0.226  -2.120  -5.104
H  1.431  -0.890  -4.830
H  -1.353  -1.224  -2.116
H  -1.292  -2.373  -3.410
C  -4.259  1.543  1.879
O  -5.307  2.082  2.185
N  -3.028  1.982  2.279
N  -4.166  0.314  1.269
H  -2.266  1.481  1.845
H  -2.950  2.940  2.565
H  -4.989  0.076  0.753
H  -3.250  -0.089  1.186
C  2.650  2.698  -2.650
O  1.563  2.551  -2.075
N  3.790  2.995  -2.011
N  2.697  2.853  -3.996
H  3.912  2.774  -1.036
H  4.567  3.431  -2.473
H  1.817  3.021  -4.456
H  3.471  3.218  -4.524
C  2.368  3.000  2.608
C  2.106  3.975  1.469
O  0.787  3.786  0.951
O  2.478  1.652  2.167
H  1.528  3.139  3.296
H  3.273  3.272  3.151
H  2.808  3.851  0.635
H  2.240  4.980  1.873
H  0.794  2.832  0.775
H  1.583  1.347  1.958
C  2.083  -3.143  3.632
C  0.883  -2.522  2.918
O  0.503  -1.332  3.578
O  2.652  -4.092  2.743
H  1.894  -3.470  4.657
H  2.838  -2.358  3.788
H  0.086  -3.274  2.923
H  1.224  -2.384  1.891
H  -0.017  -0.832  2.939
H  3.530  -3.824  2.473

Results
Calculated total energy ... -3855.5298 Ha
ΔE to the lowest compared entry with this formula, charge and spin ... 0.000 eV
Molar mass ... 609.87 g mol⁻¹
E_HOMO ... -9.3 eV
Lowest unoccupied orbital energy ... -1.9789 eV



ORCA calculation (the ωB97M-V functional and the def2-TZVPD basis) on 2 unconnected molecules or ions with the total composition C10H13O3.

Atoms and positions in Å:
C  0.641  -1.287  -2.980
C  0.035  -1.918  -4.222
C  0.972  0.213  -3.129
O  0.617  0.781  -4.174
O  1.607  0.778  -2.172
H  0.075  -1.418  -2.064
H  1.603  -1.761  -2.804
H  0.581  -1.552  -5.085
H  -0.966  -1.559  -4.468
H  0.081  -3.005  -4.134
C  -1.899  1.385  3.972
C  0.832  0.043  0.907
C  0.102  1.224  0.737
C  0.816  -0.583  2.163
C  -0.729  1.683  1.757
C  -0.097  -0.165  3.128
C  -0.884  0.965  2.940
O  1.534  -0.515  -0.083
H  1.644  0.142  -0.923
H  0.074  1.670  -0.247
H  1.412  -1.460  2.375
H  -1.319  2.584  1.621
H  -0.239  -0.750  4.028
H  -2.472  0.533  4.352
H  -2.565  2.168  3.609
H  -1.454  1.803  4.896

Results
Calculated total energy ... -614.6604 Ha
ΔE to the lowest compared entry with this formula, charge and spin ... 0.024 eV
Molar mass ... 181.21 g mol⁻¹
Total charge ... -1
E_HOMO ... -4.7 eV
Lowest unoccupied orbital energy ... 3.2164 eV



ORCA calculation (the ωB97M-V functional and the def2-TZVPD basis) on C26H30N6O2 in the gas phase.

Atoms and positions in Å:
C  4.888  3.676  -1.274
H  5.466  2.923  -0.731
O  3.624  3.179  -1.646
C  2.817  2.682  -0.669
C  1.648  2.055  -1.103
C  0.789  1.477  -0.195
C  1.063  1.518  1.169
C  2.199  2.185  1.597
C  3.077  2.760  0.694
H  3.965  3.241  1.067
H  2.429  2.233  2.651
C  0.153  0.804  2.129
N  0.193  -0.636  1.893
C  1.382  -1.250  2.456
C  2.611  -0.849  1.728
N  3.687  -0.298  2.246
N  4.543  -0.144  1.246
N  4.057  -0.575  0.155
N  2.834  -1.035  0.406
C  1.997  -1.698  -0.560
H  0.963  -1.532  -0.252
C  2.284  -1.186  -1.983
H  3.042  -0.405  -1.934
H  1.386  -0.766  -2.431
C  2.806  -2.390  -2.775
C  3.367  -3.320  -1.704
C  2.331  -3.200  -0.593
H  1.426  -3.750  -0.853
H  2.695  -3.561  0.369
H  4.330  -2.944  -1.355
H  3.494  -4.343  -2.054
H  1.982  -2.885  -3.292
H  3.552  -2.102  -3.513
H  1.277  -2.337  2.373
H  1.527  -0.993  3.520
C  -1.028  -1.307  2.316
C  -2.165  -0.924  1.413
C  -3.216  -0.178  1.821
C  -4.272  0.191  0.934
C  -5.377  0.956  1.326
C  -6.358  1.281  0.422
C  -6.276  0.858  -0.912
C  -5.191  0.105  -1.312
C  -4.188  -0.235  -0.404
N  -3.110  -0.986  -0.783
C  -2.075  -1.392  0.033
O  -1.189  -2.096  -0.420
H  -3.059  -1.305  -1.744
H  -5.110  -0.231  -2.336
C  -7.361  1.228  -1.873
H  -7.447  2.312  -1.946
H  -7.163  0.827  -2.863
H  -8.320  0.844  -1.525
H  -7.207  1.869  0.734
H  -5.447  1.286  2.352
H  -3.278  0.156  2.848
H  -0.864  -2.383  2.212
H  -1.286  -1.086  3.366
H  0.432  1.044  3.169
H  -0.874  1.140  1.961
H  -0.099  0.967  -0.539
H  1.450  2.021  -2.163
H  4.801  4.581  -0.663
H  5.395  3.921  -2.206

Results
Calculated total energy ... -1487.7849 Ha
ΔE to the lowest compared entry with this formula, charge and spin ... 0.070 eV
Molar mass ... 458.57 g mol⁻¹
E_HOMO ... -8.0 eV
Lowest unoccupied orbital energy ... 0.0454 eV



lowest unoccupied orbital energy of number 3 (C11H36N12O13Zn)? -1.9789 eV